Below is a 10-piece molecular cluster, C50H81N9O13 overall in a non-equilibrium geometry, with properties calculated with ωB97M-V with the def2-TZVPD basis set.

The value obtained for the LUMO energy (alpha / beta) is -3.11 / -8.12 eV. The largest force on an atom is 5.29 eV Å⁻¹. As for the expectation value of S²: 0.756.

The geometry in ORCA input format:
```
! RIJCOSX wB97M-V def2-TZVPD def2/J DEFGRID3
* xyz 1 2
O 7.978 -2.465 4.974
O 5.904 -0.111 0.782
O 9.527 -1.748 -1.996
O 12.180 2.561 -7.537
O 7.834 -9.892 -1.483
O 9.660 -3.677 -2.676
O 12.378 -8.380 5.573
O 0.633 -3.853 -1.005
O 13.272 -3.042 0.293
O 8.263 -0.618 6.126
O 4.696 -8.982 2.170
O 0.627 -5.544 0.505
O 12.749 2.034 -5.523
N 4.443 0.353 3.419
N 8.262 -1.848 6.022
N 9.072 -8.108 -3.439
N 6.923 -7.379 4.811
N 12.116 1.884 -6.541
N 9.552 -2.953 -1.774
N 12.815 -5.251 2.310
N 9.915 -6.824 5.797
N 1.140 -4.713 -0.277
C 6.623 -7.979 3.481
C 11.334 0.252 0.949
C 2.622 -4.618 -0.044
C 13.668 -8.923 5.831
C 9.277 -2.658 0.614
C 5.017 -1.876 2.862
C 5.322 -4.648 -0.187
C 8.442 -2.643 7.259
C 9.063 -5.342 1.167
C 11.436 0.597 -6.614
C 5.227 -8.670 3.518
C 8.156 -7.667 -2.398
C 10.310 2.367 1.053
C 7.466 -6.421 -2.819
C 4.664 -3.469 -0.286
C 13.699 -2.776 -1.005
C 7.729 -8.865 3.012
C 8.980 -3.069 1.885
C 12.438 -6.863 5.696
C 11.283 -0.150 -5.399
C 3.240 -5.840 0.234
C 3.287 -3.404 -0.187
C 13.597 -4.009 2.499
C 8.900 -4.420 2.207
C 5.584 -0.453 3.159
C 9.345 -3.526 -0.433
C 10.514 -1.294 -5.469
C 10.934 -4.705 6.044
C 9.538 -3.071 9.373
C 7.213 -11.136 -1.473
C 6.547 0.087 2.059
C 10.041 2.140 2.441
C 3.500 -9.855 1.996
C 14.219 -3.643 1.125
C 6.752 0.261 -0.308
C 14.664 -4.264 3.516
C 7.909 -4.670 8.493
C 7.725 -3.860 7.388
C 10.556 1.080 3.124
C 9.259 -4.883 -0.129
C 4.645 -5.871 0.052
C 9.365 -2.281 8.223
C 7.195 -8.822 -2.043
C 9.851 -1.648 -6.627
C 11.125 -6.120 5.409
C 9.856 -0.830 -7.762
C 8.794 -4.219 9.494
C 10.925 1.406 0.335
C 10.716 0.245 -7.766
C 11.126 0.044 2.316
H 13.651 -9.988 5.602
H 4.258 0.997 2.664
H 14.013 -8.722 6.844
H 2.723 -9.174 1.648
H 10.824 0.830 -8.667
H 6.135 0.477 -1.180
H 5.314 -9.615 4.054
H 7.760 -9.746 3.654
H 5.213 -6.757 0.293
H 4.722 -2.116 1.841
H 7.336 1.137 -0.027
H 6.604 -7.146 2.778
H 10.005 3.318 0.642
H 2.811 -6.815 0.413
H 6.990 -7.999 5.605
H 6.235 -10.992 -1.013
H 6.850 -6.531 -3.711
H 10.352 -1.903 -4.592
H 9.469 2.945 2.879
H 2.762 -2.526 -0.534
H 8.642 -8.251 -4.341
H 7.420 -5.624 8.625
H 10.043 -7.780 5.498
H 10.532 0.882 4.186
H 9.876 -1.329 8.210
H 14.065 -3.651 -1.543
H 8.918 -4.648 3.263
H 3.689 -0.257 3.136
H 6.462 -8.549 -1.283
H 6.573 1.153 2.285
H 9.319 -1.113 -8.656
H 8.750 -7.504 -1.499
H 10.399 -4.053 5.353
H 15.548 -4.821 3.204
H 7.744 -8.875 1.922
H 11.046 -5.973 4.332
H 6.582 -8.934 -2.937
H 4.218 -2.186 3.535
H 9.066 -6.405 1.357
H 11.796 0.228 -4.527
H 11.437 -0.889 2.764
H 6.402 -4.634 -0.187
H 7.614 -0.400 -0.391
H 11.889 -4.926 2.070
H 9.666 -6.743 6.772
H 11.797 -0.516 0.347
H 8.812 -2.314 2.638
H 14.234 -1.827 -0.994
H 14.218 -8.429 5.030
H 11.955 -4.326 6.072
H 7.729 -11.904 -0.897
H 13.043 -5.572 1.380
H 6.750 -6.074 -2.075
H 8.652 -8.352 3.281
H 9.515 -1.623 0.418
H 3.193 -10.272 2.955
H 7.225 -11.561 -2.476
H 13.118 -6.441 4.956
H 9.236 -2.536 -6.651
H 9.312 -5.701 -0.832
H 9.841 -7.456 -3.497
H 8.183 -5.613 -2.965
H 5.805 -2.608 3.037
H 5.172 -2.550 -0.536
H 15.044 -3.420 4.091
H 10.213 -2.784 10.165
H 4.660 -7.981 4.144
H 12.715 -6.724 6.741
H 12.768 -3.391 2.844
H 7.752 -6.811 4.910
H 14.828 -4.464 0.745
H 15.014 -2.914 1.283
H 14.249 -4.883 4.311
H 8.963 -4.866 10.342
H 11.017 1.594 -0.724
H 10.517 -4.626 7.049
H 6.311 -0.497 3.970
H 3.862 -10.624 1.314
H 7.135 -4.201 6.550
H 12.794 -2.619 -1.593
H 7.538 -0.355 2.164
*
```

Below is a 11-piece molecular cluster, C50H82F24O25 overall in a non-equilibrium geometry, with properties calculated with ωB97M-V with the def2-TZVPD basis set.

The value obtained for the LUMO energy (alpha / beta) is 1.67 / 1.67 eV. The largest force on an atom is 6.28 eV Å⁻¹. As for the expectation value of S²: 0.754.

The geometry in ORCA input format:
```
! RIJCOSX wB97M-V def2-TZVPD def2/J DEFGRID3
* xyz -1 2
F -3.275 2.017 3.805
F 6.036 -0.936 -1.200
F 1.308 -1.524 5.756
F -3.387 -1.060 6.158
F -2.678 -2.928 5.283
F 3.370 -1.909 6.543
F -9.053 -3.110 2.554
F 0.859 7.619 2.152
F -3.319 1.908 5.967
F -9.644 -5.001 1.519
F 6.183 -1.652 -3.256
F -4.323 0.894 0.588
F 2.587 0.053 6.106
F 0.111 -4.686 4.395
F -1.266 -1.477 5.945
F -6.429 1.327 0.217
F -3.178 3.876 4.956
F -9.028 -3.198 0.379
F -0.901 -6.019 5.728
F -5.076 2.823 0.886
F -0.059 -4.187 6.507
F 1.051 6.080 0.666
F -0.178 5.696 2.421
F 6.047 -3.019 -1.586
O -0.734 3.617 4.950
O -1.958 -1.892 8.565
O 3.408 -2.474 3.780
O 3.478 -3.135 -1.954
O 2.121 -5.601 7.036
O -0.776 1.311 5.020
O -1.850 -1.679 -8.149
O -2.155 6.513 1.088
O 7.662 2.298 -8.637
O 6.185 1.714 -6.096
O -3.705 2.629 -1.752
O -0.989 -1.106 -5.316
O -0.854 1.092 1.296
O -6.946 -5.245 0.877
O -0.807 -2.007 1.648
O 1.906 -6.763 5.057
O 3.450 -0.827 -2.336
O -0.895 8.051 -0.051
O -2.806 0.978 -8.739
O 0.539 2.204 -1.330
O -6.675 -3.757 2.615
O 3.316 -0.101 3.601
O -2.801 -3.850 7.660
O 5.394 3.763 -3.621
O -5.892 2.112 -2.275
C -1.176 -2.479 -7.236
C 3.285 -6.300 7.431
C 0.658 3.664 5.120
C -7.045 2.561 -4.431
C -4.340 -3.390 1.940
C 1.497 3.251 3.910
C -0.199 -1.688 -6.387
C 1.672 -2.904 -0.231
C -3.658 -0.120 -8.598
C -2.972 -4.588 8.853
C -0.192 -0.401 -4.392
C 5.621 -1.866 -2.058
C 1.436 -5.922 5.871
C -5.201 1.767 0.107
C -2.811 2.580 4.905
C -4.854 2.234 -1.359
C -1.032 7.146 0.801
C 0.200 6.621 1.576
C 1.695 2.491 -2.122
C -2.399 -2.000 6.152
C -2.376 -2.609 7.628
C -1.331 2.432 4.939
C -1.573 -5.179 9.321
C -0.675 2.464 0.861
C 7.298 1.002 -8.210
C 4.997 2.463 -3.956
C -3.065 -1.189 -7.675
C 7.166 0.895 -6.678
C 0.144 -5.177 5.609
C 5.966 1.558 -4.703
C 4.533 -5.670 6.787
C 3.117 -1.287 4.218
C 4.061 -1.890 -2.126
C -3.362 5.816 -0.988
C 2.084 -3.268 -1.683
C -5.720 2.648 -3.590
C -3.335 6.696 0.305
C -5.303 -4.127 2.876
C 2.600 -1.210 5.684
C 7.737 2.479 -10.057
C 4.466 1.293 2.119
C 5.497 4.604 -4.744
C -0.115 -1.342 2.652
C -7.408 -4.357 1.593
C -1.127 0.109 0.334
C 3.838 -0.085 2.271
C -1.755 -1.166 0.991
C 0.557 2.745 -0.029
C -8.807 -3.898 1.514
C -2.618 1.723 -7.552
H 4.795 1.540 1.109
H 1.791 -1.859 0.054
H -5.045 -3.941 3.919
H 4.535 -5.669 5.697
H -3.618 -5.414 8.557
H -2.644 2.799 -7.722
H -5.309 3.640 -3.406
H -3.464 -4.003 9.630
H 8.339 3.368 -10.248
H -0.796 -4.436 9.504
H -2.426 -0.894 1.807
H 6.094 4.225 -5.573
H -3.020 4.803 -0.776
H 5.699 0.520 -4.507
H -3.732 -2.048 -7.616
H 3.995 2.542 -4.376
H 0.660 -0.940 -3.976
H 0.293 -0.978 -7.051
H -3.286 -3.609 2.112
H -2.631 6.354 -1.591
H -0.241 -0.184 -0.230
H 7.958 0.250 -8.643
H 5.442 -6.169 7.123
H -2.868 -0.783 -6.682
H 6.302 0.820 -8.612
H 2.242 -3.463 0.511
H 2.545 2.086 -1.572
H 0.637 -3.178 -0.027
H 5.343 1.399 2.758
H -4.438 -2.307 2.022
H 0.375 -2.127 3.229
H 3.157 -6.273 8.513
H 4.628 -0.830 2.183
H 6.769 2.662 -10.522
H 0.563 -2.405 -6.080
H -4.277 5.691 -1.567
H -3.389 7.742 0.004
H -7.414 1.580 -4.733
H -4.856 2.150 -4.031
H -4.603 0.146 -8.125
H 1.654 2.016 -3.102
H 1.915 3.542 -2.309
H -3.245 1.476 -6.695
H -7.856 3.084 -3.923
H 4.775 2.009 -2.991
H -2.164 -1.781 0.189
H 4.658 -4.594 6.915
H -1.983 0.530 -0.193
H 0.741 3.802 -0.217
H -0.800 -0.216 -3.507
H 4.476 4.788 -5.080
H 1.788 -4.246 -2.063
H -1.593 2.841 0.410
H 2.559 3.141 4.128
H -1.738 -3.220 -6.669
H 1.048 4.647 5.384
H -0.547 -3.148 -7.823
H 8.115 1.044 -6.163
H -0.782 -0.791 3.314
H 8.285 1.693 -10.576
H 3.038 -0.322 1.570
H 6.857 -0.124 -6.444
H -3.901 -0.532 -9.578
H -0.598 3.077 1.758
H -5.084 -5.179 2.696
H -1.175 -5.800 8.519
H -6.811 3.132 -5.329
H -1.765 -5.859 10.151
H 1.219 2.291 3.476
H 1.528 -2.637 -2.378
H -1.586 1.517 -7.271
H 0.954 3.030 5.957
H 0.262 0.531 -4.728
H 3.213 -7.347 7.139
H -4.408 -3.612 0.875
H 1.455 4.070 3.192
H 0.677 -0.679 2.305
H -4.295 6.579 0.808
H 5.791 5.605 -4.429
H 3.785 2.108 2.365
H 1.457 2.414 0.489
H 6.925 1.752 -4.221
*
```

Among the records above, which one has the lowest largest force on an atom?
C50H81N9O13